Entry 1:
{
  "formula": "C33H96N22O17",
  "method": "ωB97M-V/def2-TZVPD",
  "e_tot_ha": -3798.59407,
  "homo_ev": -8.27,
  "e_lumo_ev": -0.30,
  "symbols": ["C", "O", "C", "C", "N", "C", "C", "O", "C", "H", "H", "H", "H", "H", "H", "H", "H", "H", "H", "H", "H", "H", "H", "H", "C", "O", "C", "C", "N", "C", "C", "O", "C", "H", "H", "H", "H", "H", "H", "H", "H", "H", "H", "H", "H", "H", "H", "H", "C", "O", "C", "C", "N", "C", "C", "O", "C", "H", "H", "H", "H", "H", "H", "H", "H", "H", "H", "H", "H", "H", "H", "H", "C", "O", "C", "C", "N", "C", "C", "O", "C", "H", "H", "H", "H", "H", "H", "H", "H", "H", "H", "H", "H", "H", "H", "H", "C", "O", "N", "N", "H", "H", "H", "H", "C", "O", "N", "N", "H", "H", "H", "H", "C", "O", "N", "N", "H", "H", "H", "H", "C", "O", "N", "N", "H", "H", "H", "H", "C", "O", "N", "N", "H", "H", "H", "H", "C", "O", "N", "N", "H", "H", "H", "H", "C", "O", "N", "N", "H", "H", "H", "H", "C", "O", "N", "N", "H", "H", "H", "H", "C", "O", "N", "N", "H", "H", "H", "H"],
  "positions_angstrom": [[-1.57278, 1.71925, 2.67171], [-2.09687, 2.65082, 1.71394], [-1.24632, 2.66847, 0.59411], [-1.54122, 3.87997, -0.29088], [-2.92349, 4.01023, -0.70568], [-3.30485, 3.09469, -1.76961], [-4.80519, 3.10689, -2.09400], [-5.24281, 2.22179, -3.10464], [-5.26536, 0.84204, -2.74383], [-2.33869, 1.62740, 3.44364], [-0.67155, 2.20862, 3.04204], [-1.43893, 0.70144, 2.29482], [-1.35256, 1.71267, 0.06266], [-0.17206, 2.71126, 0.81935], [-0.89030, 3.86416, -1.16655], [-1.27246, 4.72788, 0.34340], [-3.52407, 3.89873, 0.10234], [-2.87841, 2.10107, -1.57915], [-2.87229, 3.39596, -2.73089], [-5.12521, 4.09785, -2.41130], [-5.36140, 2.90535, -1.16922], [-4.63073, 0.18972, -3.35210], [-6.26906, 0.48498, -2.97673], [-4.91587, 0.74419, -1.71573], [-2.95360, -2.38285, 2.37282], [-1.70721, -2.51581, 1.65934], [-1.90342, -2.32864, 0.25008], [-0.64578, -1.95191, -0.54405], [0.22884, -1.03318, 0.14854], [1.36112, -0.68877, -0.69026], [1.05299, 0.36383, -1.78205], [0.50958, -0.16427, -3.01669], [0.00883, 0.80335, -3.93890], [-3.12800, -1.34797, 2.67349], [-2.79538, -3.02479, 3.23846], [-3.85901, -2.69423, 1.84896], [-2.65777, -1.56451, 0.02883], [-2.39824, -3.21776, -0.15295], [-0.87607, -1.64230, -1.56308], [-0.14769, -2.92870, -0.68184], [0.45066, -1.36987, 1.07541], [1.86441, -1.58449, -1.07299], [2.15860, -0.19592, -0.12672], [1.93745, 0.97074, -1.97355], [0.23641, 0.96548, -1.37776], [0.74858, 1.39504, -4.47610], [-0.70378, 1.47308, -3.44672], [-0.64778, 0.26431, -4.62103], [0.08117, -0.28360, 4.89633], [0.10051, 1.02359, 5.46332], [-0.14763, 0.88378, 6.86512], [-0.01312, 2.23021, 7.59461], [-0.51528, 3.29896, 6.69608], [-0.17144, 4.61854, 7.20854], [-0.53860, 5.70289, 6.16586], [-0.37708, 7.03440, 6.60861], [-0.68054, 7.95046, 5.58528], [0.99480, -0.81037, 5.18476], [-0.01899, -0.36381, 3.81304], [-0.79319, -0.84814, 5.21543], [0.65177, 0.21893, 7.20873], [-1.11920, 0.41270, 7.03004], [1.06589, 2.32784, 7.77513], [-0.51485, 2.40478, 8.54485], [-0.13171, 3.10907, 5.77853], [0.92313, 4.57700, 7.27835], [-0.67608, 4.69692, 8.17076], [-1.52840, 5.40530, 5.79805], [0.09514, 5.59895, 5.27693], [-1.59404, 7.62556, 5.07641], [0.06671, 8.11145, 4.80151], [-0.86865, 8.91442, 6.05709], [0.27497, 6.65699, -7.38664], [1.24514, 5.96824, -8.10822], [0.88142, 5.59789, -9.39292], [1.89315, 4.73425, -10.11936], [2.14770, 3.47148, -9.42237], [3.35135, 2.84575, -9.99291], [3.79371, 1.56003, -9.23039], [3.83877, 1.67990, -7.81748], [2.60472, 1.56332, -7.13075], [0.53220, 6.86814, -6.34773], [-0.70170, 6.16945, -7.42965], [0.21465, 7.69216, -7.75202], [0.64321, 6.48459, -9.99718], [-0.07438, 5.04916, -9.40679], [2.77606, 5.38542, -9.99809], [1.68313, 4.55925, -11.17174], [2.14547, 3.71391, -8.44459], [4.15224, 3.54301, -9.72854], [3.14256, 2.51801, -11.00786], [4.80755, 1.31231, -9.55179], [3.23768, 0.66424, -9.52737], [2.19687, 2.56264, -6.97460], [2.92394, 1.45028, -6.08335], [2.01698, 0.66353, -7.30357], [-0.06815, -4.89400, 4.75792], [-0.72837, -5.91616, 4.54345], [0.98820, -4.80479, 5.67314], [-0.04891, -3.79233, 3.99083], [1.20291, -5.56255, 6.29654], [1.57706, -3.99835, 5.70614], [0.65625, -3.10406, 4.17382], [-0.56221, -3.70764, 3.12763], [3.58490, 1.41833, 2.49954], [3.78496, 2.59749, 2.78662], [2.52717, 0.72413, 2.98410], [4.51303, 0.59755, 1.93168], [2.31296, -0.21942, 2.68960], [1.84023, 1.25273, 3.49803], [5.44873, 0.96340, 1.96689], [4.22528, -0.35655, 1.83526], [2.73203, -3.09414, 2.24075], [2.26415, -2.01696, 2.63124], [3.23957, -4.13222, 2.94516], [2.75533, -3.27167, 0.90055], [3.50287, -4.97580, 2.47356], [3.55378, -3.93671, 3.87910], [3.11430, -4.14706, 0.56439], [2.52835, -2.48298, 0.33083], [0.69001, -1.02473, -7.19439], [1.29588, -0.50094, -8.11387], [0.60599, -2.37760, -7.05385], [-0.05940, -0.30772, -6.30824], [0.20625, -2.77237, -6.22416], [1.05146, -3.02047, -7.68049], [-0.63564, -0.68890, -5.58135], [-0.24412, 0.64945, -6.54993], [-1.26024, -6.74443, 0.91301], [-1.17570, -7.55279, -0.02213], [-2.23630, -6.87987, 1.82408], [-0.52599, -5.63658, 1.05719], [-2.88627, -7.63764, 1.73838], [-2.34493, -6.20459, 2.56068], [0.04845, -5.36703, 0.27945], [-0.77352, -4.99987, 1.78717], [-4.42233, -1.06552, 5.38982], [-4.23492, 0.07567, 4.98911], [-3.44214, -1.90404, 5.87641], [-5.58650, -1.71125, 5.48502], [-2.47467, -1.69751, 5.73952], [-3.76428, -2.85938, 5.94205], [-6.45418, -1.28600, 5.21566], [-5.54700, -2.64558, 5.86764], [6.19029, -1.13879, -0.53875], [6.60940, -0.68099, 0.52317], [5.26237, -0.46319, -1.30982], [6.47471, -2.37206, -0.99132], [4.78965, 0.30290, -0.86079], [4.70580, -1.04573, -1.92984], [6.23016, -2.48349, -1.96283], [7.17864, -2.92178, -0.53561], [2.53590, -2.45505, -3.54860], [3.43937, -1.90436, -2.92789], [1.29030, -1.88234, -3.67505], [2.62543, -3.63159, -4.21338], [1.15410, -0.89686, -3.49352], [0.56432, -2.38739, -4.14168], [3.54118, -3.86417, -4.56457], [2.03982, -4.40807, -3.95657], [-4.44243, -5.57577, 6.47582], [-4.86762, -4.41712, 6.58978], [-4.79249, -6.52432, 7.36672], [-3.60296, -5.98672, 5.49947], [-4.26592, -7.37786, 7.32247], [-5.49390, -6.38958, 8.06900], [-3.29148, -6.93916, 5.52319], [-3.08795, -5.25618, 5.04059]]
}



Entry 2:
{
  "formula": "C33H97N17O12",
  "method": "ωB97M-V/def2-TZVPD",
  "e_tot_ha": -3149.11991,
  "homo_ev": -8.49,
  "smiles": "COC[C@H](C)N.COC[C@H](C)N.COC[C@H](C)N.COC[C@H](C)N.COC[C@H](C)N.COC[C@H](C)N.COC[C@H](C)N.NC(N)=O.NC(N)=O.NC(N)=O.NC(N)=O.NC(N)=O",
  "e_lumo_ev": -0.03,
  "symbols": ["C", "O", "C", "C", "C", "N", "H", "H", "H", "H", "H", "H", "H", "H", "H", "H", "H", "C", "O", "C", "C", "C", "N", "H", "H", "H", "H", "H", "H", "H", "H", "H", "H", "H", "C", "O", "C", "C", "C", "N", "H", "H", "H", "H", "H", "H", "H", "H", "H", "H", "H", "C", "O", "C", "C", "C", "N", "H", "H", "H", "H", "H", "H", "H", "H", "H", "H", "H", "C", "O", "C", "C", "C", "N", "H", "H", "H", "H", "H", "H", "H", "H", "H", "H", "H", "C", "O", "C", "C", "C", "N", "H", "H", "H", "H", "H", "H", "H", "H", "H", "H", "H", "C", "O", "C", "C", "C", "N", "H", "H", "H", "H", "H", "H", "H", "H", "H", "H", "H", "N", "C", "N", "O", "H", "H", "H", "H", "N", "C", "N", "O", "H", "H", "H", "H", "N", "C", "N", "O", "H", "H", "H", "H", "N", "C", "N", "O", "H", "H", "H", "H", "N", "C", "N", "O", "H", "H", "H", "H"],
  "positions_angstrom": [[3.56667, 6.07310, -0.20017], [3.12314, 4.73708, -0.41418], [1.68565, 4.66339, -0.65304], [1.37172, 4.08653, -2.08373], [-0.09798, 3.75657, -2.51406], [2.06709, 2.83921, -2.36297], [3.45193, 6.79564, -1.00817], [4.62628, 6.00636, 0.04657], [3.09989, 6.45991, 0.70570], [1.24165, 3.99443, 0.08417], [1.16351, 5.60200, -0.46733], [1.72771, 4.89087, -2.72747], [-0.70292, 4.57303, -2.90843], [-0.56737, 3.30545, -1.63983], [-0.13796, 3.01350, -3.31051], [1.79749, 2.11361, -1.71419], [2.98152, 3.17140, -2.09173], [3.74284, -1.81652, -2.78252], [3.98087, -1.94732, -1.37641], [4.56747, -3.15658, -1.05481], [4.89833, -3.39651, 0.38932], [5.72228, -2.28525, 0.99302], [5.65598, -4.62994, 0.45646], [3.00082, -2.49811, -3.19840], [4.67917, -1.80901, -3.34048], [3.19567, -0.87463, -2.82182], [3.92456, -3.96177, -1.41040], [5.50624, -3.20730, -1.60639], [3.97189, -3.59114, 0.92962], [5.02064, -1.51627, 1.31627], [6.53756, -1.80359, 0.45319], [6.09025, -2.48451, 1.99950], [5.98818, -4.90534, 1.36963], [5.08707, -5.39068, 0.11336], [-6.72893, -1.59154, 2.50275], [-5.67288, -2.48674, 2.02795], [-4.37594, -2.06768, 2.22174], [-3.47966, -2.96775, 1.44791], [-3.07679, -4.20377, 2.18788], [-2.26934, -2.16428, 1.20064], [-7.72918, -2.02129, 2.55679], [-6.77908, -0.61298, 2.02526], [-6.43935, -1.21293, 3.48301], [-4.27074, -1.03890, 1.87731], [-4.15379, -1.99198, 3.28617], [-3.99991, -3.15274, 0.50811], [-2.38713, -4.77834, 1.56953], [-4.00100, -4.77984, 2.23340], [-2.62452, -4.04751, 3.16723], [-2.47228, -1.64175, 0.36048], [-1.56523, -2.83862, 0.93682], [-0.11815, -0.94777, -4.78600], [1.30951, -0.91960, -4.97400], [2.04114, 0.39476, -4.88396], [1.48635, 1.47829, -5.83096], [1.60291, 1.16335, -7.28610], [2.28203, 2.72321, -5.65038], [-0.64745, -0.38291, -5.55338], [-0.41219, -0.66401, -3.77549], [-0.54735, -1.94822, -4.84075], [2.13665, 0.69907, -3.84166], [3.06560, 0.16204, -5.17452], [0.45775, 1.68602, -5.53612], [1.20232, 0.16059, -7.43477], [2.65170, 1.27679, -7.56046], [0.95497, 1.85642, -7.82269], [1.93236, 3.46275, -6.24275], [1.94560, 2.94216, -4.72357], [1.51536, -2.34413, 2.08410], [1.61672, -3.10724, 3.28733], [0.41100, -3.15580, 3.99230], [0.48543, -3.97795, 5.37907], [0.45345, -5.46900, 5.26715], [-0.56663, -3.76615, 6.31797], [1.38250, -1.27520, 2.25094], [0.74062, -2.78295, 1.45537], [2.45420, -2.45083, 1.54068], [0.03702, -2.14194, 4.13486], [-0.33296, -3.68329, 3.39533], [1.35714, -3.50542, 5.83177], [0.44687, -5.99471, 6.22197], [1.43739, -5.79355, 4.92856], [-0.34703, -5.88206, 4.65339], [-0.54235, -4.02372, 7.29427], [-0.95546, -2.84859, 6.15368], [-3.23580, 1.21046, -6.99247], [-3.33259, 2.63627, -6.83624], [-4.00054, 3.15097, -5.65909], [-3.15106, 3.16816, -4.28629], [-2.71082, 1.84310, -3.73204], [-3.92682, 3.94157, -3.28898], [-4.11100, 0.67896, -6.61879], [-2.38785, 0.86878, -6.39888], [-3.09773, 0.76828, -7.97914], [-4.37521, 4.16435, -5.80326], [-4.89505, 2.54544, -5.51322], [-2.36029, 3.88572, -4.50516], [-2.43456, 1.77287, -2.67997], [-1.72449, 1.66229, -4.15930], [-3.33238, 0.95792, -3.86706], [-3.77921, 3.64980, -2.33337], [-3.53190, 4.86364, -3.17103], [-4.89714, 1.40318, 5.62794], [-4.25275, 0.96419, 4.47915], [-3.01461, 0.27978, 4.65692], [-1.90409, 1.25853, 5.07860], [-1.60909, 2.56166, 4.22250], [-0.64193, 0.57600, 5.32610], [-5.84790, 1.89306, 5.41771], [-4.26717, 1.98272, 6.30276], [-5.19196, 0.50827, 6.17594], [-3.17698, -0.49362, 5.40765], [-2.71032, -0.22550, 3.74029], [-2.13713, 1.66312, 6.06353], [-1.36696, 2.36715, 3.17768], [-0.79901, 3.10657, 4.70720], [-2.49166, 3.20088, 4.24615], [-0.74513, -0.30495, 4.84300], [0.18993, 0.99572, 4.93628], [-1.78332, -4.16673, -1.34767], [-0.65170, -3.60858, -1.62749], [0.22788, -4.51055, -1.83456], [-0.46423, -2.41980, -1.54630], [-1.70536, -5.17337, -1.37415], [-2.60818, -3.60951, -1.17673], [1.11422, -4.17642, -2.18509], [-0.07460, -5.44931, -2.05211], [-3.17839, 1.43100, 1.60249], [-4.23746, 1.90817, 0.98450], [-5.31944, 1.80239, 1.64132], [-4.07526, 2.60441, -0.01385], [-3.44045, 0.74051, 2.29144], [-2.24240, 1.75155, 1.39936], [-5.95893, 2.42527, 1.16891], [-5.27091, 1.69206, 2.64410], [3.78053, -0.25172, 3.22317], [3.61521, 0.58877, 4.23372], [3.93715, 1.79797, 3.84048], [3.42055, 0.29111, 5.44603], [3.79919, 0.03797, 2.25579], [3.66905, -1.23205, 3.43908], [4.41661, 1.97131, 2.96860], [4.01655, 2.43441, 4.62070], [5.15892, 0.49181, -0.89679], [4.48409, 1.39378, -0.30234], [4.69123, 2.57819, -0.80061], [3.77890, 1.27375, 0.70113], [5.79532, 0.93660, -1.54273], [4.96430, -0.49902, -0.91894], [3.98897, 3.29740, -0.70229], [5.21026, 2.58530, -1.66701], [1.21185, 0.29965, 0.05066], [0.00544, 0.87159, 0.00829], [-0.70665, 0.23316, -0.87511], [-0.37991, 1.79455, 0.65588], [1.85177, 0.90198, 0.54847], [1.57493, -0.37698, -0.60541], [-0.54914, -0.75053, -1.04136], [-1.69529, 0.43537, -0.83257]]
}